{
  "formula": "C11H9BrN6S",
  "method": "wB97M-V/def2-TZVPD",
  "symbols": ["C", "C", "N", "N", "C", "C", "C", "C", "N", "N", "C", "N", "N", "C", "C", "C", "C", "Br", "S", "H", "H", "H", "H", "H", "H", "H", "H", "H"],
  "xyz": [[-1.574, 0.764, -2.469], [-0.279, 0.400, -1.795], [0.007, 0.083, -0.518], [-1.079, 0.050, 0.205], [-1.010, -0.338, 1.414], [0.310, -0.546, 1.914], [0.786, -0.858, 3.219], [-0.276, -0.807, 4.138], [-0.735, -1.051, 5.410], [-1.942, -1.040, 5.576], [-2.588, -0.770, 4.487], [-1.774, -0.342, 3.419], [-1.958, -0.178, 2.158], [0.941, 0.566, -2.797], [2.319, 0.164, -2.253], [3.262, 0.489, -3.407], [2.596, 0.602, -4.667], [3.541, 0.972, -6.217], [1.026, 0.982, -4.501], [-2.045, 1.521, -1.967], [-2.385, -0.150, -2.460], [-1.351, 0.832, -3.508], [-2.147, 0.314, -0.124], [1.388, -0.392, 1.345], [1.607, -1.075, 3.698], [-3.646, -0.373, 4.368], [2.665, -0.240, -1.349], [4.345, 0.418, -3.319]],
  "forces_ev_per_angstrom": [[-0.75, -5.19, 0.48], [3.23, 0.09, -0.47], [-0.65, 1.42, -6.53], [-5.67, 1.67, -4.94], [7.07, -0.35, 2.56], [7.65, -1.08, 1.38], [-8.66, 1.97, -2.14], [-6.03, 0.94, 0.90], [9.34, -0.57, -2.66], [-5.59, 0.06, 1.22], [-2.40, 3.90, -4.37], [3.59, -3.88, 5.61], [-6.96, 0.36, 2.88], [3.04, -2.38, 4.40], [-1.98, 3.63, -7.37], [-2.33, -2.28, 0.75], [3.84, 0.68, 3.23], [0.09, 0.06, -0.61], [-3.30, -0.35, 1.59], [-1.23, 2.43, 0.63], [1.92, 1.85, 0.28], [-0.29, 0.89, -0.66], [3.70, -0.84, 0.71], [-3.72, -0.51, 0.31], [5.37, -0.98, 1.08], [1.21, -1.31, 0.72], [-0.18, -0.15, 1.20], [-0.29, -0.09, -0.15]],
  "total_energy_ev": -101361.40375,
  "total_charge": 0,
  "largest_force_ha_per_bohr": 0.189,
  "lumo_energy_ev": -0.41,
  "smiles": "C/C(=N\\Nc1ccc2nncn2n1)c1ccc(Br)s1",
  "gap_ev": 7.39
}

=====

{
  "formula": "C11H9ClF6N2O7PdS2",
  "method": "wB97M-V/def2-TZVPD",
  "symbols": ["Pd", "F", "C", "F", "F", "S", "O", "O", "N", "S", "O", "O", "C", "F", "F", "F", "Cl", "C", "C", "C", "C", "O", "C", "C", "O", "C", "H", "H", "H", "H", "C", "C", "N", "O", "H", "H", "H", "H", "H"],
  "xyz": [[-0.139, -0.340, -0.187], [-3.963, -1.944, 0.680], [-3.038, -2.404, -0.161], [-2.762, -1.455, -1.057], [-3.484, -3.483, -0.778], [-1.552, -2.811, 0.844], [-1.208, -1.544, 1.517], [-1.934, -3.886, 1.695], [-0.546, -3.148, -0.314], [1.042, -3.128, -0.095], [1.608, -4.380, 0.274], [1.448, -1.953, 0.672], [1.511, -2.918, -1.886], [0.730, -2.028, -2.494], [2.769, -2.526, -1.964], [1.361, -4.099, -2.477], [3.449, 4.439, -4.670], [2.878, 3.166, -3.628], [3.802, 2.261, -3.069], [3.390, 1.268, -2.226], [2.022, 1.132, -1.862], [1.709, 0.255, -0.972], [1.100, 1.997, -2.507], [-0.302, 1.817, -2.377], [-0.901, 0.896, -1.811], [1.554, 3.026, -3.362], [4.851, 2.359, -3.319], [4.093, 0.571, -1.789], [-0.925, 2.574, -2.872], [0.833, 3.694, -3.820], [-3.272, 2.577, 0.975], [-2.291, 1.520, 1.401], [-2.619, 0.750, 2.444], [-1.214, 1.415, 0.809], [-4.247, 2.463, 1.447], [-3.375, 2.533, -0.108], [-2.859, 3.552, 1.233], [-3.547, 0.769, 2.825], [-2.033, -0.045, 2.657]],
  "forces_ev_per_angstrom": [[0.45, 1.29, 0.12], [-0.16, 0.02, -0.06], [0.22, -0.07, 0.10], [-0.09, 0.03, -0.03], [-0.11, 0.03, -0.07], [0.32, -0.34, 0.20], [-0.17, -0.12, -0.56], [-0.04, 0.09, 0.02], [0.13, 0.12, 0.13], [-0.12, -0.28, 0.41], [0.03, 0.05, 0.04], [-0.23, -0.30, -0.59], [-0.21, -0.21, 0.29], [-0.02, 0.10, -0.09], [0.16, -0.02, -0.05], [0.08, 0.22, -0.08], [-0.01, -0.07, 0.03], [0.17, 0.01, -0.02], [0.02, -0.04, -0.01], [0.05, 0.03, 0.06], [-0.05, -0.04, 0.04], [-0.09, -0.05, 0.02], [0.00, -0.04, 0.13], [0.03, 0.03, -0.08], [-0.42, -0.33, 0.20], [-0.16, 0.08, -0.06], [-0.02, 0.01, 0.01], [0.01, 0.05, 0.00], [-0.04, -0.05, -0.09], [0.01, -0.03, 0.03], [0.02, 0.03, 0.06], [-0.23, -0.05, 0.18], [-0.01, -0.04, -0.10], [0.48, -0.15, -0.21], [0.04, 0.02, -0.01], [0.00, -0.02, 0.03], [-0.02, 0.00, -0.01], [-0.04, 0.07, 0.02], [0.01, -0.02, -0.01]],
  "spin_multiplicity": 3,
  "total_energy_ev": -82841.26440,
  "total_charge": 0,
  "largest_force_ha_per_bohr": 0.027,
  "lumo_energy_ev": [-0.46, -2.26],
  "gap_ev": [8.06, 6.17]
}

=====

{
  "formula": "C11H9N2O4Se3TcTe",
  "method": "wB97M-V/def2-TZVPD",
  "symbols": ["Tc", "Se", "Se", "Te", "Se", "O", "C", "O", "C", "C", "C", "C", "O", "C", "O", "C", "C", "H", "H", "H", "H", "H", "N", "C", "C", "C", "N", "H", "H", "H", "H"],
  "xyz": [[-0.614, 0.154, 1.659], [-0.992, 1.411, 3.672], [-0.741, -0.118, 5.436], [0.900, -1.719, 4.532], [1.584, -0.512, 2.492], [-1.095, -3.629, 2.213], [-1.175, -2.524, 1.744], [-1.572, -1.444, 2.403], [-0.687, -2.192, 0.353], [0.413, -2.860, -0.175], [0.972, -2.491, -1.393], [0.398, -1.435, -2.067], [0.772, -0.870, -3.253], [-0.337, -0.070, -3.640], [-1.078, 0.222, -2.429], [-0.706, -0.778, -1.571], [-1.289, -1.126, -0.365], [0.831, -3.679, 0.394], [1.830, -3.008, -1.800], [-0.991, -0.633, -4.309], [0.011, 0.856, -4.085], [-2.276, -0.747, -0.111], [-0.030, 2.237, -0.587], [0.598, 3.379, -0.882], [1.224, 3.822, 0.264], [0.907, 2.875, 1.231], [0.143, 1.902, 0.712], [-0.554, 1.642, -1.220], [0.554, 3.797, -1.874], [1.818, 4.710, 0.384], [1.179, 2.827, 2.271]],
  "forces_ev_per_angstrom": [[0.08, -0.22, 0.33], [0.00, -0.19, 0.08], [-0.02, 0.06, -0.13], [-0.10, 0.11, 0.02], [-0.04, 0.01, -0.10], [0.00, 0.07, 0.01], [0.05, -0.15, -0.13], [0.10, 0.09, -0.09], [-0.06, 0.20, -0.03], [0.00, -0.02, 0.06], [0.11, -0.07, -0.05], [0.04, 0.03, -0.06], [-0.05, -0.02, 0.10], [-0.04, 0.01, 0.00], [0.05, -0.05, -0.05], [-0.04, -0.16, 0.00], [-0.08, 0.20, 0.06], [0.00, 0.00, 0.00], [-0.01, 0.01, 0.01], [0.01, 0.00, -0.01], [0.00, 0.00, 0.01], [-0.04, -0.01, 0.06], [0.00, -0.04, 0.04], [0.01, 0.01, -0.06], [-0.02, 0.05, 0.06], [-0.05, -0.13, -0.02], [0.07, 0.15, -0.10], [0.00, 0.01, 0.00], [0.01, -0.01, 0.00], [0.00, 0.00, 0.00], [0.04, 0.04, 0.00]],
  "spin_multiplicity": 4,
  "total_energy_ev": -228247.70833,
  "total_charge": 1,
  "largest_force_ha_per_bohr": 0.008,
  "lumo_energy_ev": [-4.76, -5.67],
  "gap_ev": [6.55, 5.94]
}

=====

{
  "formula": "C11H9N3RhS3Sb",
  "method": "wB97M-V/def2-TZVPD",
  "symbols": ["Rh", "C", "C", "C", "C", "C", "C", "N", "N", "C", "C", "C", "C", "C", "N", "H", "H", "H", "H", "H", "H", "H", "H", "H", "S", "Sb", "S", "S"],
  "xyz": [[-0.982, 1.491, 0.207], [4.531, 0.198, -0.162], [3.756, 1.348, -0.209], [2.376, 1.247, -0.236], [1.788, -0.013, -0.222], [2.559, -1.177, -0.180], [3.932, -1.060, -0.147], [0.374, -0.067, -0.249], [-0.140, -1.186, -0.448], [-1.540, -1.185, -0.382], [-2.222, -2.365, -0.594], [-3.605, -2.354, -0.505], [-4.252, -1.167, -0.209], [-3.510, -0.019, -0.003], [-2.174, -0.025, -0.103], [5.609, 0.277, -0.132], [4.225, 2.322, -0.221], [1.765, 2.136, -0.273], [2.082, -2.146, -0.163], [4.546, -1.950, -0.106], [-1.659, -3.260, -0.814], [-4.167, -3.265, -0.658], [-5.329, -1.115, -0.129], [-3.970, 0.927, 0.240], [0.150, 4.085, 0.402], [-1.121, 3.764, 2.380], [-0.516, 1.419, 2.402], [-2.506, 3.138, 0.514]],
  "forces_ev_per_angstrom": [[1.16, 2.17, -1.14], [0.02, 0.02, 0.00], [0.01, -0.03, 0.00], [0.14, -0.03, 0.00], [-0.02, 0.02, -0.11], [0.04, 0.01, 0.00], [-0.01, -0.01, -0.01], [-0.05, -0.02, 0.38], [-0.01, -0.03, -0.05], [-0.05, 0.06, -0.05], [0.05, -0.02, -0.03], [-0.02, -0.01, 0.01], [-0.08, 0.02, -0.02], [0.18, -0.07, -0.10], [-0.42, -0.75, 0.53], [0.00, 0.00, 0.00], [0.00, 0.00, -0.01], [-0.05, -0.03, 0.02], [-0.01, 0.02, 0.01], [0.00, 0.00, 0.01], [0.00, 0.01, 0.00], [-0.01, 0.01, -0.01], [0.00, -0.02, 0.01], [-0.02, 0.00, 0.04], [-0.35, -0.97, -0.51], [0.25, -0.21, 0.71], [-0.31, -0.22, 0.56], [-0.43, 0.09, -0.23]],
  "spin_multiplicity": 2,
  "total_energy_ev": -58068.74958,
  "total_charge": 1,
  "largest_force_ha_per_bohr": 0.053,
  "lumo_energy_ev": [-5.34, -5.42],
  "gap_ev": [6.51, 6.35]
}

=====

{
  "formula": "C11H9N7O2RhSbSe4",
  "method": "wB97M-V/def2-TZVPD",
  "symbols": ["Rh", "Se", "Sb", "Se", "Se", "Se", "N", "N", "C", "N", "N", "N", "O", "O", "H", "H", "H", "H", "H", "N", "C", "N", "C", "C", "C", "C", "C", "C", "C", "C", "C", "H", "H", "H", "H"],
  "xyz": [[0.217, -0.422, 1.354], [4.144, -1.313, 2.910], [2.180, 0.038, 2.767], [0.054, -1.079, 3.928], [-1.049, 0.481, 5.310], [2.306, 2.410, 3.221], [-0.673, 1.528, 1.769], [-1.960, 1.371, 2.375], [-2.634, 0.237, 2.026], [-3.453, -0.242, 2.965], [-2.402, -0.200, 0.782], [-3.098, -1.271, 0.319], [-2.758, -1.683, -0.772], [-4.041, -1.772, 0.951], [-0.074, 2.030, 2.439], [-0.770, 2.116, 0.949], [-1.845, 1.435, 3.405], [-3.122, -0.087, 3.923], [-3.924, -1.100, 2.724], [1.684, -4.279, -0.291], [1.339, -3.195, -0.089], [2.153, 2.039, -6.593], [1.939, 1.565, -5.565], [1.670, 0.975, -4.285], [1.855, 1.718, -3.118], [1.580, 1.149, -1.890], [1.134, -0.174, -1.797], [0.956, -0.910, -2.976], [1.217, -0.344, -4.207], [0.853, -0.750, -0.504], [0.921, -1.877, 0.147], [2.211, 2.738, -3.184], [1.717, 1.711, -0.974], [0.601, -1.930, -2.904], [1.074, -0.913, -5.116]],
  "forces_ev_per_angstrom": [[0.04, -0.09, -0.01], [0.01, -0.01, -0.01], [-0.03, 0.02, 0.03], [0.00, 0.00, -0.02], [0.01, 0.00, 0.02], [0.00, 0.01, 0.00], [-0.01, 0.01, 0.02], [0.00, 0.02, 0.00], [0.00, -0.02, -0.03], [-0.01, 0.00, 0.02], [-0.04, 0.06, -0.01], [0.02, 0.01, 0.00], [0.00, 0.00, 0.00], [0.00, -0.01, 0.00], [0.00, 0.01, -0.01], [-0.01, -0.01, -0.01], [0.00, -0.01, 0.01], [0.00, 0.01, 0.00], [0.00, 0.00, -0.01], [-0.08, -0.02, -0.01], [0.16, 0.05, 0.02], [0.00, 0.00, 0.00], [0.00, 0.00, 0.01], [0.01, 0.01, -0.01], [0.00, -0.01, 0.01], [0.00, 0.00, -0.01], [0.00, 0.01, 0.00], [0.00, 0.00, 0.00], [0.00, 0.00, 0.01], [-0.01, 0.00, 0.01], [-0.07, -0.02, -0.01], [0.00, 0.00, 0.00], [0.00, 0.00, 0.00], [0.00, 0.00, 0.00], [0.00, 0.00, 0.00]],
  "total_energy_ev": -297009.48167,
  "total_charge": -2,
  "largest_force_ha_per_bohr": 0.003,
  "lumo_energy_ev": 4.27,
  "gap_ev": 6.21
}

=====

{
  "formula": "C11H9N7O2RhSbSe4",
  "method": "wB97M-V/def2-TZVPD",
  "symbols": ["Rh", "Se", "Sb", "Se", "Se", "Se", "N", "N", "C", "N", "N", "N", "O", "O", "H", "H", "H", "H", "H", "N", "C", "N", "C", "C", "C", "C", "C", "C", "C", "C", "C", "H", "H", "H", "H"],
  "xyz": [[-0.938, 2.093, 0.431], [-4.152, -1.207, -1.510], [-4.571, 0.630, 0.110], [-2.143, 2.270, 2.693], [-2.284, 0.347, 1.503], [-6.337, -0.228, 1.637], [-0.522, -0.268, -1.489], [-1.015, 0.066, -2.770], [-2.007, 1.028, -2.741], [-2.860, 1.131, -3.807], [-1.988, 1.839, -1.711], [-2.977, 2.631, -1.385], [-4.051, 2.753, -2.042], [-2.864, 3.140, -0.205], [0.411, -0.657, -1.561], [-1.142, -0.938, -1.022], [-1.272, -0.725, -3.366], [-3.198, 0.243, -4.159], [-3.623, 1.773, -3.574], [0.703, 4.562, -0.514], [0.133, 3.625, -0.157], [5.726, -4.736, 2.757], [5.046, -3.842, 2.483], [4.216, -2.764, 2.164], [3.043, -2.541, 2.909], [2.204, -1.506, 2.588], [2.500, -0.648, 1.511], [3.683, -0.862, 0.781], [4.524, -1.899, 1.099], [1.585, 0.354, 1.153], [0.727, 1.164, 0.837], [2.804, -3.214, 3.723], [1.292, -1.343, 3.147], [3.919, -0.202, -0.043], [5.428, -2.071, 0.528]],
  "forces_ev_per_angstrom": [[-0.55, 0.06, 0.40], [0.50, -0.32, -0.23], [-1.88, -0.58, 0.67], [1.13, 0.18, -0.46], [-0.14, -1.10, 0.42], [0.50, 0.16, -0.23], [0.21, -0.42, -0.21], [-0.91, 0.28, 0.29], [-0.54, -0.98, -1.35], [0.53, 0.13, 0.80], [1.18, 0.15, 0.70], [-2.47, 1.81, 0.52], [2.33, 0.24, 1.06], [0.40, -1.01, -2.67], [-0.09, 0.27, -0.09], [-0.17, 0.17, -0.26], [0.00, 0.34, 0.23], [0.11, 0.00, 0.18], [0.17, -0.27, -0.08], [0.41, 0.49, -0.32], [-0.06, 0.34, 0.28], [-0.19, 0.28, -0.10], [1.03, -1.26, 0.37], [-0.97, 1.22, -0.33], [0.42, -0.27, -0.16], [-0.04, 0.15, -0.04], [0.11, -0.24, 0.00], [-0.10, 0.09, 0.06], [0.12, -0.45, 0.33], [-0.43, 0.89, -0.33], [-0.59, -0.40, 0.58], [-0.01, 0.02, 0.02], [0.01, 0.03, -0.06], [-0.05, 0.02, 0.02], [0.01, 0.00, -0.01]],
  "total_energy_ev": -297007.53266,
  "total_charge": -2,
  "largest_force_ha_per_bohr": 0.060,
  "lumo_energy_ev": 3.84,
  "gap_ev": 4.91
}

=====

{
  "formula": "C11H9NS",
  "method": "wB97M-V/def2-TZVPD",
  "symbols": ["C", "C", "C", "N", "C", "C", "C", "C", "C", "C", "C", "C", "S", "H", "H", "H", "H", "H", "H", "H", "H", "H"],
  "xyz": [[0.426, -2.080, -1.578], [-0.065, -1.349, -0.350], [-0.834, -1.880, 0.684], [-1.393, -2.107, 1.657], [0.437, -0.085, -0.047], [1.874, 0.069, -0.135], [2.311, 1.244, 0.408], [1.506, 2.104, 1.159], [0.141, 1.985, 1.124], [-0.466, 0.875, 0.465], [-1.843, 0.864, 0.316], [-2.564, 0.016, -0.446], [-4.208, 0.224, -0.507], [1.432, -2.436, -1.457], [0.597, -1.390, -2.260], [-0.146, -2.888, -1.965], [2.396, -0.825, -0.621], [3.422, 1.304, 0.689], [2.037, 2.961, 1.542], [-0.598, 2.628, 1.501], [-2.330, 1.655, 0.707], [-2.133, -0.888, -0.886]],
  "forces_ev_per_angstrom": [[0.23, -2.01, 3.57], [0.88, -0.26, -0.87], [-0.36, -0.19, -0.18], [-0.63, -0.86, 0.92], [0.19, -2.00, -0.85], [-1.32, 0.35, -1.29], [3.81, -2.53, 1.10], [-1.79, 1.36, -0.67], [1.01, -0.61, -0.35], [0.65, 0.73, 0.91], [3.95, -0.61, -0.37], [-3.13, -1.67, -0.94], [0.49, -0.45, -0.27], [0.61, -0.81, 0.55], [0.14, 3.29, -3.60], [-0.78, -0.53, 0.02], [-0.16, 1.95, 1.06], [-1.50, 0.17, -1.05], [-0.37, 0.15, 0.52], [-0.19, 1.32, 0.97], [-1.65, 2.51, 1.31], [-0.09, 0.67, -0.48]],
  "total_energy_ev": -23873.58839,
  "total_charge": 0,
  "largest_force_ha_per_bohr": 0.095,
  "lumo_energy_ev": -2.34,
  "smiles": "C/C(C#N)=c1\\cccc\\c1=C\\C=S",
  "gap_ev": 5.35
}